The following is a quantum chemistry calculation of a cluster of 2 separate species, C5H10BrNO2 in total, from the Open Molecules 2025 dataset.

```
19
Properties=species:S:1:pos:R:3:mulliken_charge:R:1
C -0.336 0.614 1.463 -1.5924
C -2.407 -0.534 0.198 -1.1902
C -0.338 -1.223 -1.852 -0.7828
C -1.021 0.142 0.083 0.6252
C -0.141 -0.753 -0.639 0.2388
N 2.974 1.419 0.149 0.2431
O 3.912 0.914 -0.705 -0.3441
O 2.274 2.275 -0.294 -0.3005
Br 1.431 -1.373 0.388 -0.2490
H -0.580 1.647 1.637 0.3627
H 0.689 0.606 1.515 0.5335
H -0.788 0.004 2.258 0.3663
H -2.230 -1.458 0.873 0.3147
H -3.106 0.075 0.874 0.3125
H -2.933 -1.018 -0.706 0.2933
H 0.341 -1.949 -2.302 0.2621
H -1.277 -0.972 -2.375 0.2727
H 4.591 0.509 -0.155 0.3951
H -1.054 1.076 -0.410 0.2389
```

Kohn-Sham gap in eV: 9.583
Highest occupied orbital energy in eV: -9.3

---

The following is a quantum chemistry calculation of a structure of composition C5H10CdO3, from the Open Molecules 2025 dataset.

```
19
Properties=species:S:1:pos:R:3:mulliken_charge:R:1
O -1.579 -0.582 0.853 -0.8533
C -2.538 0.428 0.742 -0.2374
C -2.440 1.155 -0.613 -0.2235
O -1.123 1.495 -0.927 -0.8528
C 1.066 -1.784 -0.831 -0.5449
C 2.279 -1.241 -0.296 -0.0019
O 1.986 0.041 0.235 -0.3152
C 3.026 0.688 0.954 -0.6859
Cd -0.078 0.079 -0.182 0.6866
H -2.418 1.187 1.549 0.2770
H -3.567 0.026 0.851 0.2772
H -3.101 2.046 -0.583 0.2912
H -2.860 0.474 -1.389 0.2492
H 1.190 -2.807 -1.216 0.3172
H 3.109 -1.217 -1.033 0.4137
H 2.651 1.673 1.244 0.2643
H 3.283 0.104 1.849 0.2900
H 3.913 0.802 0.315 0.2711
H 2.614 -1.954 0.497 0.3775
```

Kohn-Sham gap (alpha / beta) in eV: 5.405 / 5.409
Highest occupied orbital energy (alpha / beta) in eV: -7.6 / -7.6

---

Energy relative to the best compared isomer or geometry (same formula, charge and spin) (kJ/mol)
327.8; 505.4
DFT total energy (eV)
-80970.27663; -16046.85092
Largest force on an atom (eV/A)
4.3; 3.1